The following is a quantum chemistry calculation of a molecular structure, C4H7NO, from the OMol25 dataset.

```
13
Properties=species:S:1:pos:R:3:lowdin_charge:R:1
O -1.27052 1.88092 0.14058 -0.0315
N -1.29475 0.57247 -0.26742 0.0548
C -0.11975 0.03698 -0.26435 -0.4262
C 1.13247 0.71404 0.21395 -0.0276
C -0.69407 -1.67290 0.69733 0.1157
C -0.13043 -1.42972 -0.65313 -0.2680
H -2.20117 2.13677 0.08794 0.1081
H 1.65590 1.20016 -0.61701 0.0914
H 0.89079 1.47984 0.95456 0.0789
H 0.15096 -1.51005 1.40573 0.0112
H 1.81204 -0.01628 0.66234 0.0832
H 0.88969 -1.75305 -0.88814 0.1139
H -0.82115 -1.63917 -1.47237 0.0960
```

Summary:
2S+1   1
HOMO level   -8.437 eV
Gap between HOMO and LUMO   8.59 eV

The following is a quantum chemistry calculation of a single C4H7NO molecule in a non-equilibrium geometry, from the OMol25 dataset.

```
13
Properties=species:S:1:pos:R:3:lowdin_charge:R:1
C -1.49952 0.23526 -0.17573 -0.0427
C 0.01670 0.30113 -0.07938 -0.7814
C 0.75357 -0.86658 -0.61431 0.1290
N 0.60723 1.24615 -0.87210 0.1895
C 0.46740 0.08132 1.45849 -0.2389
O 1.28340 0.46185 2.18603 0.1153
H -1.93185 1.16747 0.20376 0.0880
H -1.78764 0.12165 -1.22715 0.0863
H -1.90643 -0.60647 0.39816 0.0841
H 1.82595 -0.96672 -0.49424 0.0862
H 0.33039 -1.40414 -1.46069 0.0826
H 1.60821 1.30718 -0.64747 0.0604
H 0.26550 -1.11925 1.29984 0.1415
```

Summary:
2S+1   1
HOMO level (alpha / beta)   -9.170 / -9.182 eV
Gap between HOMO and LUMO (alpha / beta)   8.48 / 8.56 eV

The following is a quantum chemistry calculation of 2 unconnected molecules or ions with the total composition C4H7NO in a non-equilibrium geometry, from the OMol25 dataset.

```
13
Properties=species:S:1:pos:R:3:lowdin_charge:R:1
C -1.21640 1.49178 0.54629 -0.2622
C 1.81186 -1.00172 -1.97217 0.0313
C 1.43882 -1.39211 -0.73156 -0.2547
C -2.07961 1.04320 1.65054 -0.0509
N -0.53587 1.89135 -0.27126 0.1447
O 0.95238 -0.62169 0.28346 -0.0586
H 2.00541 -0.05341 -2.29173 0.0251
H 2.08651 -1.77376 -2.55206 0.0015
H 1.48519 -2.36625 -0.37028 0.0850
H -2.49551 1.75863 2.45937 0.1275
H -1.45426 0.25977 2.07116 0.0775
H -2.82422 0.42943 1.24584 0.0534
H 0.82572 0.33478 -0.06761 0.0802
```

Summary:
2S+1   1
HOMO level   -8.693 eV
SMILES string   C=CO.CC#N
Gap between HOMO and LUMO   9.43 eV

The following is a quantum chemistry calculation of a single C4H7NO molecule, from the OMol25 dataset.

```
13
Properties=species:S:1:pos:R:3:lowdin_charge:R:1
C 1.95006 -0.03118 0.32133 -0.0120
C 0.50186 0.34202 0.53717 -0.4132
O 0.18453 1.39411 1.05582 0.0761
C -0.53971 -0.57320 -0.06482 -0.2576
C -1.92499 -0.05850 -0.07761 -0.1384
N -1.14207 -0.05693 -1.30469 0.0366
H 2.59602 0.73895 0.75417 0.0851
H 2.13385 -0.10191 -0.76016 0.0932
H 2.18557 -1.01310 0.75009 0.0867
H -0.33444 -1.64215 -0.07711 0.1364
H -2.06086 0.86846 0.47301 0.1051
H -2.77262 -0.73669 -0.09644 0.1036
H -0.77720 0.87013 -1.51077 0.0983
```

Summary:
2S+1   1
HOMO level   -9.624 eV
SMILES string   CC(=O)[C@H]1CN1
Gap between HOMO and LUMO   10.66 eV

Energy / eV: -7793.52340, -7794.39572, -7797.17235, -7797.82314
ΔE to the lowest compared entry with this formula, charge and spin / kcal per mole: 141.2, 121.0, 57.0, 42.0